This record from the OMol25 dataset describes C39H47F4HgN4O3 as an isolated structure. The level of theory is the ωB97M-V functional and the def2-TZVPD basis.

```
! wB97M-V def2-TZVPD RIJCOSX def2/J DEFGRID3
* xyz -2 2
Hg 0.0675 0.1806 -0.8648
C 0.5108 0.4354 3.3425
C 1.9003 0.5539 2.7179
N 1.9846 1.2833 1.4497
C 2.2399 2.7028 1.6234
C 1.2084 3.4354 2.4724
C 3.0181 0.6751 0.6204
C 3.2759 1.3525 -0.7238
N 2.0856 1.5626 -1.5188
C 2.0459 2.5262 -2.4158
C 0.9291 2.5784 -3.3233
F 0.0278 1.5745 -3.2735
C 0.7434 3.5442 -4.2676
F -0.3465 3.4728 -5.0689
C 1.6418 4.5848 -4.4747
C 2.7604 4.5440 -3.6691
F 3.7038 5.5039 -3.8318
C 2.9786 3.5834 -2.7075
F 4.1630 3.7065 -2.0367
H 0.6069 0.0470 4.3645
H -0.0872 -0.2644 2.7588
H -0.0310 1.3780 3.3776
H 2.2258 -0.4675 2.5223
H 2.6190 0.9870 3.4431
H 2.2315 3.1574 0.6322
H 3.2494 2.8540 2.0606
H 0.2025 3.1808 2.1293
H 1.3550 4.5130 2.3632
H 1.2990 3.1867 3.5324
H 2.7234 -0.3638 0.4553
H 3.9959 0.6729 1.1468
H 3.9718 0.6859 -1.2610
H 3.8204 2.2731 -0.5270
H 1.4766 5.3565 -5.2110
C -1.6735 4.3051 0.3446
C -1.5433 2.7869 0.3908
O -0.6635 2.2999 -0.4326
C -2.3823 2.0723 1.2918
C -3.3514 2.7714 2.0879
C -4.2101 2.1334 2.9721
C -4.1512 0.7477 3.1112
C -3.2161 0.0228 2.3559
C -2.3111 0.6216 1.4546
O -1.4519 -0.1426 0.8337
H -0.9262 4.6729 -0.3588
H -1.5003 4.7627 1.3273
H -2.6703 4.6114 -0.0017
H -3.4230 3.8496 1.9990
H -4.9242 2.7135 3.5499
H -4.8180 0.2394 3.8036
H -3.1388 -1.0575 2.4578
N 1.5744 -1.8692 -2.4230
C 1.1256 -1.7696 -1.2387
H 2.1028 -2.7347 -2.5655
C -5.5966 -0.9900 -4.4560
C -4.3339 -0.6273 -3.7312
C -3.0787 -0.9080 -4.2539
C -1.9456 -0.5845 -3.5283
N -1.9860 -0.0098 -2.3327
C -3.1816 0.2844 -1.8344
C -4.3660 -0.0040 -2.4905
H -5.3920 -1.2498 -5.4953
H -6.3063 -0.1619 -4.4397
H -6.0820 -1.8465 -3.9852
H -2.9866 -1.3760 -5.2273
H -0.9505 -0.7944 -3.9104
H -3.1847 0.7665 -0.8602
H -5.3137 0.2578 -2.0345
C 4.2150 -2.0701 2.6147
C 3.4436 -3.1526 1.8450
C 4.0568 -3.2804 0.4478
C 1.9132 -3.0142 1.9384
C 1.3820 -3.0690 3.2256
C 0.0217 -3.1699 3.4537
C -0.8190 -3.3698 2.3732
C -0.3394 -3.3711 1.0692
C -1.2889 -3.9051 -0.0018
C -2.0678 -2.8403 -0.7672
C -0.6137 -4.8707 -0.9850
C 1.0113 -3.0391 0.8600
O 1.5062 -2.8583 -0.3950
H 5.2333 -2.4209 2.8092
H 3.7500 -1.8250 3.5705
H 4.2830 -1.1527 2.0291
H 3.6480 -4.0984 2.3596
H 3.9307 -2.3625 -0.1266
H 3.6023 -4.0945 -0.1148
H 5.1293 -3.4798 0.5476
H 2.0607 -3.0524 4.0726
H -0.3696 -3.1666 4.4641
H -1.8739 -3.5647 2.5373
H -2.0175 -4.4977 0.5586
H -1.4245 -2.3637 -1.5009
H -2.4382 -2.0606 -0.0993
H -2.9126 -3.2992 -1.2956
H 0.0342 -4.3346 -1.6774
H -1.3809 -5.3856 -1.5714
H -0.0166 -5.6212 -0.4584
*
```

The value obtained for the LUMO energy (alpha / beta) is 4.239 / 4.237 eV. The relative energy (zero: lowest compared OMol25 entry of this formula, charge and spin) comes out at 1.212 eV. Its HOMO-LUMO gap (alpha / beta) is 0.1125 / 0.2065 Eh. As for the largest force on an atom: 0.865 eV/Å. The expectation value of S² is 0.78. For the HOMO energy (alpha / beta), the calculation gives 0.043 / -0.051 Eh.

Mulliken population analysis, charges in e, atoms 1 to 4: atom 1 (Hg): 3.536, atom 2 (C): -0.902, atom 3 (C): 0.436, atom 4 (N): 1.906

This record from the OMol25 dataset describes a 9-piece molecular cluster, C15H48O12 overall at a distorted geometry. The level of theory is the ωB97M-V functional and the def2-TZVPD basis.

```
! wB97M-V def2-TZVPD RIJCOSX def2/J DEFGRID3
* xyz 0 1
O 2.8475 1.5283 4.1735
C 1.4209 1.5767 4.1658
C 0.9186 1.6699 2.7574
O 1.3215 2.8427 2.0879
H 3.0952 1.4023 5.0937
H 1.0599 0.6648 4.6590
H 1.0565 2.3819 4.8225
H -0.1628 1.5136 2.7344
H 1.3286 0.7637 2.2938
H 1.3422 3.5746 2.7126
O 1.5951 1.7678 -4.8914
C 0.2454 1.6967 -5.3013
C -0.1480 0.2661 -5.5937
O 0.1136 -0.6452 -4.5349
H 1.8086 0.9704 -4.3946
H -0.3831 1.9867 -4.4448
H 0.0266 2.2756 -6.1920
H 0.4287 -0.0158 -6.4876
H -1.1999 0.1837 -5.8898
H -0.2005 -1.5118 -4.8097
O -1.8517 -4.5379 -2.8497
C -1.4076 -3.8918 -1.6392
C -1.9358 -4.6954 -0.4817
O -3.3437 -4.4169 -0.3341
H -2.7992 -4.6485 -2.7115
H -0.3196 -3.9333 -1.5832
H -1.7655 -2.8644 -1.6806
H -1.5226 -4.4026 0.4850
H -1.7621 -5.7617 -0.6462
H -3.6620 -4.9683 0.3858
C -4.0088 2.0168 3.3891
C -2.8446 1.3399 2.6872
O -2.4400 0.0961 3.2536
H -3.9602 2.0595 4.4761
H -4.9880 1.6966 3.0312
H -3.9575 3.0675 3.0752
H -2.0221 2.0613 2.7955
H -2.9620 1.1710 1.6199
H -2.3709 0.2059 4.2063
C -0.2732 -2.2410 1.5295
C 0.8087 -2.7532 2.4556
O 1.3733 -3.9645 1.9661
H 0.0705 -2.4168 0.4981
H -0.4972 -1.1758 1.5040
H -1.2032 -2.8045 1.5591
H 0.3434 -3.0181 3.4135
H 1.5975 -2.0266 2.6394
H 0.7326 -4.4706 1.4603
C -0.0980 1.4563 -0.6967
C 0.4747 0.1103 -1.0509
O -0.4561 -0.6067 -1.8426
H -0.9800 1.3490 -0.0396
H -0.5805 2.0573 -1.4727
H 0.5006 2.1429 -0.0911
H 0.7970 -0.4266 -0.1624
H 1.4028 0.2188 -1.6326
H -0.4648 -0.2391 -2.7369
C 3.1367 -2.5132 -1.3736
O 4.3839 -2.0538 -1.8629
H 3.0931 -2.7125 -0.2992
H 2.3616 -1.7820 -1.6285
H 2.8554 -3.4296 -1.8906
H 4.6606 -1.3027 -1.3320
C 3.7151 1.6160 0.2161
O 4.2819 1.8895 1.4685
H 3.4523 2.4947 -0.3788
H 4.3133 0.8842 -0.3271
H 2.7516 1.0903 0.3357
H 3.5936 2.0550 2.1203
C -1.7759 4.5296 -0.5234
O -2.7604 5.1876 0.2826
H -1.9612 4.8135 -1.5663
H -0.7871 4.9158 -0.2956
H -1.8844 3.4506 -0.4499
H -3.5689 5.1895 -0.2344
*
```

The value obtained for the LUMO energy is 0.315 eV. The relative energy (zero: lowest compared OMol25 entry of this formula, charge and spin) comes out at 1.845 eV. Its HOMO-LUMO gap is 0.3728 Eh. As for the largest force on an atom: 2.414 eV/Å. For the HOMO energy, the calculation gives -0.361 Eh. Its SMILES is OCCO.OCCO.OCCO.CCO.CCO.CCO.CO.CO.CO.

Mulliken population analysis, charges in e, atoms 1 to 4: atom 1 (O): -0.491, atom 2 (C): -0.704, atom 3 (C): 1.232, atom 4 (O): -0.445

This record from the OMol25 dataset describes a 18-piece molecular cluster, C3H47ClN2O20P2 overall at a distorted geometry. The level of theory is the ωB97M-V functional and the def2-TZVPD basis.

```
! wB97M-V def2-TZVPD RIJCOSX def2/J DEFGRID3
* xyz 0 1
N 0.9249 1.7092 -3.0218
P 1.0938 1.9212 -1.5129
O 0.1463 3.1291 -0.9678
O 2.5831 2.4410 -1.1315
P 0.7454 0.1568 -0.0964
O 1.2672 -0.8829 -1.2146
Cl 0.7020 -1.6739 1.3243
C -0.9896 0.5144 0.2205
C -1.8850 0.6121 -1.0211
C -2.9563 1.6751 -0.8032
N -3.7539 1.8687 -2.0111
H 0.6462 0.7778 -3.2969
H 0.5613 3.7277 -0.3317
H 2.6789 3.0774 -0.4107
H 1.6725 0.6693 0.8105
H 2.1619 -0.6652 -1.5378
H -1.3522 -0.2513 0.8991
H -0.9696 1.4555 0.7802
H -1.3268 0.8785 -1.9199
H -2.3554 -0.3546 -1.2020
H -2.4888 2.6217 -0.5274
H -3.5602 1.3717 0.0651
H -4.1837 2.7864 -1.9548
H -4.5185 1.2027 -2.0021
O 2.4500 -4.4198 2.3471
H 1.9510 -4.6380 3.1478
H 2.1820 -3.5215 2.1173
O -3.2952 4.9766 -1.7173
H -2.3596 4.8625 -1.5064
H -3.2902 5.5221 -2.5119
O 1.2388 -6.5262 4.0462
H 0.4520 -6.8218 3.5694
H 1.9749 -6.9465 3.5857
O 1.9860 -4.2678 5.9223
H 2.0279 -5.1834 5.6182
H 1.2692 -4.2587 6.5624
O -0.5530 5.9849 -1.3334
H -0.1329 5.2627 -1.8178
H -0.0776 6.0136 -0.4981
O -0.7709 -8.6736 4.0334
H -0.4107 -9.4559 3.6043
H -0.2463 -8.5668 4.8347
O 5.0495 -5.3730 2.0068
H 5.8043 -4.8934 2.3608
H 4.2850 -4.7835 2.1276
O 4.3202 -6.6207 4.7367
H 4.3734 -6.2302 3.8538
H 5.2326 -6.8061 4.9730
O 2.8816 -0.1669 3.4074
H 2.1584 -0.5170 2.8720
H 3.6803 -0.5248 3.0085
O 3.8254 -2.3357 -1.2929
H 3.9719 -3.2661 -1.5192
H 3.1103 -2.3934 -0.6485
O 1.4882 -4.1977 -0.7514
H 1.0908 -4.5262 0.0627
H 1.1401 -3.3025 -0.8428
O -4.9831 7.5109 -2.5681
H -4.2720 8.1566 -2.4846
H -5.1210 7.1764 -1.6745
O 0.4012 5.1548 1.8256
H -0.1147 4.8261 2.5696
H 0.1538 6.0843 1.7705
O -7.7233 8.0740 -3.4710
H -8.3125 7.6143 -2.8676
H -6.8271 7.8773 -3.1644
O -2.9708 -2.2102 -2.3348
H -3.6840 -2.4721 -2.9247
H -2.1946 -2.6727 -2.6671
O -3.8947 8.3498 -5.3867
H -4.6400 8.1174 -4.8229
H -4.0976 9.2327 -5.7098
O 5.3540 -4.4047 -2.8609
H 5.6406 -3.5490 -3.1970
H 5.6351 -5.0392 -3.5259
*
```

The value obtained for the LUMO energy is -0.427 eV. Its HOMO-LUMO gap is 0.3260 Eh. As for the largest force on an atom: 1.181 eV/Å. For the HOMO energy, the calculation gives -0.342 Eh.

Mulliken population analysis, charges in e, atoms 1 to 4: atom 1 (N): -0.831, atom 2 (P): 0.724, atom 3 (O): -0.383, atom 4 (O): -0.516